# 1
Computed, not measured: the molecule C5H10O2, with ωB97M-V/def2-TZVPD.

Structure (XYZ):
```
17
Properties=species:S:1:pos:R:3:forces:R:3
H -2.082 1.183 1.471 0.078 -0.165 -0.080
H -2.533 -0.506 1.148 0.162 0.036 -0.047
H 1.932 -0.603 -1.467 0.093 0.058 0.106
O -0.063 -1.648 -1.113 0.043 0.135 0.100
H -1.239 -0.187 2.290 -0.025 0.014 -0.203
C -1.687 0.170 1.354 0.127 0.063 -0.034
H -0.367 2.015 -0.382 -0.057 -0.175 0.037
H -0.108 -1.922 0.927 0.075 0.153 -0.164
H 3.287 -0.507 -0.308 -0.253 0.027 0.000
C -0.691 1.061 -0.822 0.098 -0.165 0.001
C -0.729 0.025 0.234 -0.313 0.118 -0.048
H -1.709 1.236 -1.199 0.123 -0.052 0.123
O 1.418 -0.621 0.531 -0.096 -0.087 -0.073
H 2.273 0.927 -0.587 -0.057 -0.257 0.063
C 2.261 -0.175 -0.513 0.110 0.092 -0.240
H -0.052 0.766 -1.653 -0.072 0.006 0.159
C 0.090 -1.215 0.089 -0.035 0.199 0.301
```
Positions in Å, forces in eV/Å.

Its LUMO energy (spin up / spin down) is -1.061 / -1.059 eV. The orbital gap (spin up / spin down) comes out at 7.362 / 7.369 eV. As for the HOMO energy (spin up / spin down): -0.3095 / -0.3097 Eh.

***

# 2
Computed, not measured: the molecule C5H10O2, with ωB97M-V/def2-TZVPD.

Structure (XYZ):
```
17
Properties=species:S:1:pos:R:3:forces:R:3
H -0.216 -1.526 -1.872 -0.026 0.128 0.055
H 1.599 1.743 0.118 -0.034 0.045 0.117
O 1.085 1.094 -1.640 -0.360 -0.248 0.203
H 1.060 -0.890 2.042 -0.046 -0.010 -0.151
C -1.089 0.567 1.079 -0.067 -0.003 0.011
H -1.629 -0.607 -1.335 0.161 0.020 -0.040
H -0.762 -0.137 -2.829 0.033 -0.065 0.137
O 1.108 1.458 0.910 0.133 0.060 -0.093
H -1.730 -0.303 0.906 0.112 0.127 0.017
C 0.938 -0.937 0.956 0.035 -0.089 0.013
H -0.986 0.706 2.160 0.004 -0.021 -0.148
H -1.575 1.459 0.670 0.083 -0.114 0.040
H 0.321 -1.809 0.709 0.071 0.145 0.010
C 0.308 0.382 0.484 -0.163 -0.147 -0.029
C -0.650 -0.521 -1.813 -0.048 0.005 -0.012
H 1.930 -1.063 0.509 -0.142 0.017 0.053
C 0.290 0.384 -1.054 0.257 0.150 -0.184
```
Positions in Å, forces in eV/Å.

Its LUMO energy is 0.846 eV. The orbital gap comes out at 10.864 eV. As for the HOMO energy: -0.3682 Eh. As for the SMILES: CC(=O)C(C)(C)O.